{"formula": "C3FMnO3", "method": "the ωB97M-V functional and the def2-TZVPD basis", "species": ["C", "C", "O", "F", "Mn", "O", "C", "O"], "coordinates": [[-0.961243, -1.399293, -0.707771], [-0.790906, -0.248092, -0.376857], [-0.502990, 0.985046, -0.157083], [-1.402431, -2.605055, -0.892675], [2.332823, -1.150527, -2.026708], [0.523623, 0.446901, 1.876776], [0.284922, 1.387664, 1.141519], [0.516202, 2.583355, 1.142799]], "atomic_forces_ev_per_a": [[0.52, 1.41, 0.24], [0.18, -0.66, -0.05], [-0.25, 0.15, -0.34], [-0.28, -0.65, -0.08], [-0.24, 0.01, 0.12], [-0.29, -0.18, -0.42], [0.80, 0.30, 1.04], [-0.43, -0.38, -0.51]], "total_charge": -1, "homo_lumo_gap_ev": [6.78, 5.04], "s2": 8.763, "spin_multiplicity": 6, "e_lumo_ev": [3.29, 2.85]}



{"formula": "C3H10BrNSi", "method": "the ωB97M-V functional and the def2-TZVPD basis", "species": ["C", "C", "C", "N", "Si", "Br", "H", "H", "H", "H", "H", "H", "H", "H", "H", "H"], "coordinates": [[-1.057465, 1.361271, -0.487082], [0.299465, -1.623379, -0.994050], [0.596945, -0.001429, 1.763932], [1.890059, 0.863910, -0.510636], [0.342462, 0.093206, -0.109396], [3.433340, -0.005190, 0.068617], [-0.685158, 2.386333, -0.521158], [-1.489696, 1.313172, -1.384125], [-1.798886, 1.414190, 0.198351], [1.031737, -2.302297, -0.629852], [-0.596994, -2.399475, -0.912138], [0.585534, -1.486639, -2.050039], [0.762378, 1.024061, 2.072657], [-0.381378, -0.228318, 2.441016], [1.497479, -0.463375, 2.089065], [2.158586, 1.185788, -1.442256]], "atomic_forces_ev_per_a": [[4.34, 0.27, 0.89], [-2.11, -0.83, -0.18], [-3.30, 0.56, 1.08], [0.10, 0.40, -0.79], [-0.02, -0.41, 0.58], [0.18, -0.19, 0.09], [0.66, 0.02, 0.34], [-1.76, -0.90, -3.79], [-2.32, -0.35, 2.49], [1.30, -0.10, 0.73], [1.17, 2.25, -0.36], [-0.47, -0.02, 0.18], [0.07, 0.64, -0.21], [2.38, -0.16, -1.69], [0.35, -1.07, 0.31], [-0.56, -0.11, 0.34]], "homo_lumo_gap_ev": 9.49, "e_lumo_ev": 0.52}



{"formula": "C3H10F3N2NiO2", "method": "the ωB97M-V functional and the def2-TZVPD basis", "species": ["C", "Ni", "N", "N", "H", "H", "H", "H", "H", "H", "H", "H", "H", "H", "F", "C", "F", "F", "C", "O", "O"], "coordinates": [[-1.723959, 1.536285, 1.468249], [0.377813, -0.087181, -1.343556], [1.700416, -1.692257, -1.131062], [1.054568, 1.756069, -1.363392], [1.452386, -2.414970, -1.815117], [-0.783174, 1.555470, 2.021236], [-2.493038, 0.977186, 1.998672], [-1.589668, 1.026072, 0.496021], [-2.077871, 2.559476, 1.329406], [1.335281, 2.171071, -2.262967], [1.856621, 1.805341, -0.730502], [0.311522, 2.334333, -0.989435], [2.694025, -1.478280, -1.210894], [1.468316, -2.061752, -0.218601], [-1.815877, -3.898893, 1.490166], [-1.254768, -2.717268, 1.139918], [-1.574865, -1.780140, 2.088488], [0.109581, -2.893996, 1.235677], [-1.699495, -2.208474, -0.286151], [-2.808743, -2.570864, -0.653995], [-0.820378, -1.511388, -0.903577]], "atomic_forces_ev_per_a": [[-0.17, -0.20, -0.43], [0.41, -0.01, 0.16], [0.56, -0.05, -0.70], [0.07, -0.37, -0.57], [0.13, 0.41, 0.26], [-0.13, -0.13, -0.07], [0.10, -0.02, 0.22], [0.10, 0.41, 0.43], [0.08, -0.08, -0.14], [0.06, -0.07, 0.13], [0.19, 0.23, 0.10], [-0.21, 0.54, 0.25], [-0.25, -0.19, 0.14], [0.13, 0.04, 0.12], [0.33, 0.88, -0.07], [0.44, 0.37, 0.22], [0.13, -0.90, -0.52], [-0.91, 0.01, 0.03], [0.55, 0.32, -1.03], [0.37, 0.18, 0.32], [-1.98, -1.37, 1.15]], "total_charge": -1, "homo_lumo_gap_ev": [3.56, 7.37], "s2": 2.011, "spin_multiplicity": 3, "e_lumo_ev": [3.61, 3.42]}



{"formula": "C3H10FN2", "method": "the ωB97M-V functional and the def2-TZVPD basis", "species": ["C", "C", "C", "N", "N", "F", "H", "H", "H", "H", "H", "H", "H", "H", "H", "H"], "coordinates": [[1.119500, -1.457473, -0.478624], [2.170053, -1.088346, 0.173720], [-2.869184, 0.313155, -0.323539], [-1.768245, 0.421197, 0.364377], [0.634635, 1.379875, 0.225969], [-3.723351, -0.568670, -0.058201], [1.027536, -1.030245, -1.480074], [0.214782, -1.807475, 0.095296], [2.904118, -0.415842, -0.313457], [2.425247, -1.495782, 1.180332], [-2.959495, 0.606116, -1.384933], [1.156109, 1.889977, 1.061669], [-1.674819, -0.197976, 1.194501], [-0.407671, 1.250873, 0.415740], [0.979901, 0.407900, 0.015398], [0.770889, 1.792723, -0.688173]], "atomic_forces_ev_per_a": [[-3.10, 0.36, -0.37], [3.36, -0.16, 1.67], [4.95, -0.11, -0.31], [-2.29, 0.07, -0.69], [1.42, 0.96, 1.71], [-2.52, -1.72, 1.07], [-0.55, -0.57, 0.01], [1.12, -0.54, -1.21], [-0.06, -0.83, 0.37], [-0.35, 0.77, -0.72], [-0.04, 1.02, 0.84], [-1.14, -1.38, -2.58], [-0.89, 0.42, -0.61], [0.01, 0.10, -0.42], [0.06, 0.51, 1.14], [0.00, 1.08, 0.11]], "total_charge": 1, "homo_lumo_gap_ev": 11.54, "e_lumo_ev": -3.23}



{"formula": "C3H10FN2", "method": "the ωB97M-V functional and the def2-TZVPD basis", "species": ["C", "C", "C", "N", "N", "F", "H", "H", "H", "H", "H", "H", "H", "H", "H", "H"], "coordinates": [[1.268956, -0.664779, -2.519708], [0.894464, -1.238948, -1.172597], [-0.952358, 0.236962, 1.685012], [-2.259405, 0.253411, 1.586897], [-0.599551, 1.640951, 1.674303], [0.985663, -0.122769, -0.221856], [2.431273, -0.751938, -2.421832], [0.822186, 0.331841, -2.673369], [0.939548, -1.380681, -3.292602], [-0.362307, -1.259071, -0.964297], [-0.339242, -0.649430, 1.578793], [1.674882, -1.912545, -0.650184], [-2.994952, -0.330276, 2.082020], [-1.396669, 2.197408, 1.297663], [0.375882, 1.978146, 1.339613], [-0.488371, 1.671718, 2.672145]], "atomic_forces_ev_per_a": [[1.96, -1.73, 0.79], [-2.98, 1.64, 2.36], [-6.94, -1.66, -2.21], [1.82, 0.13, 2.55], [4.15, 1.07, -0.84], [0.73, 0.81, 0.31], [-1.98, 0.99, -1.01], [0.52, -0.51, 0.06], [0.21, 0.45, 0.13], [3.50, -1.67, -1.17], [0.93, 0.55, 0.73], [-2.00, 0.10, -1.45], [1.79, -0.37, -1.74], [0.44, -0.47, 0.56], [-1.79, -0.91, -0.12], [-0.35, 1.57, 1.05]], "total_charge": 1, "homo_lumo_gap_ev": 10.37, "e_lumo_ev": -4.38}



{"formula": "C3H10INSSi", "method": "the ωB97M-V functional and the def2-TZVPD basis", "species": ["C", "C", "C", "N", "S", "H", "H", "H", "H", "H", "H", "H", "Si", "I", "H", "H", "H"], "coordinates": [[0.861108, 1.345037, 0.021626], [0.203270, 0.866974, -1.304501], [-0.872578, 1.845868, -1.846852], [-0.517289, -0.262691, -0.963210], [-0.112287, -1.771398, -1.465515], [1.787254, 0.715788, 0.314436], [1.132867, 2.408463, -0.077845], [0.139628, 1.185250, 0.919697], [0.787792, 0.682790, -2.176298], [-0.979270, 2.629969, -1.016609], [-1.805591, 1.276792, -2.033053], [-0.405424, 2.207979, -2.755168], [-0.087448, -2.832196, 2.375638], [-0.141935, -0.579878, 3.354651], [1.369193, -3.174922, 2.410231], [-0.828256, -3.778046, 3.174651], [-0.531034, -2.765779, 1.068120]], "atomic_forces_ev_per_a": [[0.54, -0.92, 1.12], [-0.37, 0.89, 0.18], [0.24, 0.57, 1.88], [-0.62, -5.05, 0.33], [-0.53, 3.14, 0.56], [-1.38, 1.04, -0.74], [0.00, -0.43, 0.19], [0.99, 0.49, -1.81], [1.67, -0.26, -0.12], [-0.41, -0.78, -1.66], [0.47, 0.73, 0.02], [-0.59, 0.67, -0.16], [1.68, 0.34, 1.60], [-0.17, -0.20, 0.06], [-0.41, -0.04, -0.04], [-0.38, -0.27, 0.37], [-0.76, 0.09, -1.79]], "smiles": "CC(C)N=S.[SiH3]I", "homo_lumo_gap_ev": 7.34, "e_lumo_ev": -1.19}



{"formula": "C3H10INSi", "method": "the ωB97M-V functional and the def2-TZVPD basis", "species": ["C", "C", "C", "N", "Si", "I", "H", "H", "H", "H", "H", "H", "H", "H", "H", "H"], "coordinates": [[-1.465399, -0.714142, 0.663802], [1.161465, -1.046653, -0.640517], [-1.158735, -0.108330, -0.711287], [0.263263, 0.035902, -0.895187], [0.924605, 1.869922, 0.507861], [3.183505, 2.484438, -0.385988], [-0.929585, -0.237989, 1.358104], [-2.597488, -0.612506, 1.016687], [-1.104701, -1.734744, 0.748160], [0.915870, -1.963447, -1.284715], [2.057673, -0.843764, -1.089848], [1.136139, -1.259515, 0.430419], [-1.708392, -0.813858, -1.288782], [-1.739791, 0.787655, -0.676398], [-0.267171, 2.673593, 0.428046], [1.328741, 1.483439, 1.819646]], "atomic_forces_ev_per_a": [[-3.69, -1.47, -0.90], [-3.02, -1.80, -0.01], [-0.11, -1.28, 2.95], [0.41, 4.25, 0.26], [0.32, -3.21, -3.23], [-1.06, 0.01, 0.14], [2.11, 2.29, 3.03], [2.24, -0.50, -0.98], [-0.46, -0.41, -0.16], [-0.47, 0.79, 1.13], [2.79, 1.02, -0.22], [0.81, -0.78, -0.13], [0.25, -0.43, -1.92], [0.24, 1.13, -0.79], [-0.24, 0.70, -0.12], [-0.11, -0.32, 0.96]], "homo_lumo_gap_ev": 8.09, "e_lumo_ev": 0.06}



{"formula": "C3H10IPSi", "method": "the ωB97M-V functional and the def2-TZVPD basis", "species": ["C", "Si", "C", "C", "P", "I", "H", "H", "H", "H", "H", "H", "H", "H", "H", "H"], "coordinates": [[0.688881, 0.537901, -1.711568], [0.057138, -0.328837, -0.133156], [-1.571219, 0.467549, 0.470415], [1.414147, -0.314193, 1.210926], [-0.253262, -2.578450, -0.508913], [-0.986271, -2.604433, -2.819529], [1.640261, 0.119457, -2.030377], [-0.010025, 0.436676, -2.537200], [0.833462, 1.599351, -1.537021], [-1.838909, 0.109015, 1.460254], [-1.481398, 1.548114, 0.522723], [-2.395642, 0.237529, -0.199627], [0.986761, -0.338504, 2.208830], [2.071262, -1.174552, 1.114401], [2.027175, 0.578497, 1.137967], [-1.670888, -2.631558, 0.072441]], "atomic_forces_ev_per_a": [[-0.25, -0.47, 0.51], [-0.04, 0.48, -0.06], [0.62, -0.32, -0.22], [-0.50, 0.03, -0.40], [-1.57, -0.07, 0.97], [-0.13, 0.04, -0.34], [0.13, -0.09, -0.03], [-0.12, -0.07, -0.05], [0.04, 0.21, 0.18], [0.00, -0.11, 0.15], [0.09, 0.23, 0.01], [-0.04, -0.07, -0.15], [-0.12, -0.03, 0.16], [0.07, -0.11, -0.08], [0.08, 0.21, -0.04], [1.75, 0.14, -0.62]], "smiles": "C[Si](C)(C)PI", "homo_lumo_gap_ev": 8.71, "e_lumo_ev": 0.08}



{"formula": "C3H10N", "method": "the ωB97M-V functional and the def2-TZVPD basis", "species": ["N", "H", "H", "H", "H", "C", "C", "C", "H", "H", "H", "H", "H", "H"], "coordinates": [[-1.061063, -0.938149, 1.175108], [-1.364004, -1.134276, 2.130615], [-0.292587, -1.549275, 0.897779], [-1.876192, -1.240660, 0.635963], [-0.803165, 0.033334, 0.992720], [-0.281192, 0.727729, -1.403597], [1.005422, 0.393115, -0.696765], [1.585647, 0.500313, 0.502964], [-0.977787, -0.100138, -1.535173], [-0.854245, 1.505793, -0.886054], [-0.023330, 1.054431, -2.408723], [1.584987, -0.118062, -1.477834], [2.082266, -0.392461, 0.863241], [1.275244, 1.258306, 1.209755]], "atomic_forces_ev_per_a": [[-1.08, -1.11, 0.02], [0.54, 0.34, 0.33], [0.29, 0.15, 0.15], [0.03, 0.40, -0.43], [0.08, 0.08, 0.07], [0.14, 2.02, 0.82], [0.49, -1.25, -1.92], [-1.79, -0.11, 0.06], [0.41, -0.51, 0.11], [-0.04, 0.22, -0.23], [-0.29, 0.21, -0.05], [0.04, -1.03, 0.81], [1.52, 0.75, -0.19], [-0.34, -0.16, 0.45]], "total_charge": 1, "homo_lumo_gap_ev": 9.24, "e_lumo_ev": -4.18}



{"formula": "C3H10N", "method": "the ωB97M-V functional and the def2-TZVPD basis", "species": ["C", "C", "C", "H", "H", "H", "H", "H", "H", "N", "H", "H", "H", "H"], "coordinates": [[-0.331219, 1.588627, 0.805326], [0.537180, 0.332818, 0.782132], [-0.090161, -0.858362, 1.049758], [-0.040839, 2.225262, -0.042350], [-1.382593, 1.304622, 0.775279], [-0.123211, 2.151532, 1.718756], [1.616177, 0.495690, 0.678558], [0.472604, -1.792072, 1.196454], [-1.174645, -0.930826, 1.215962], [-0.009040, -0.894654, -1.965970], [-0.549491, -0.053602, -2.177849], [0.390409, -0.744631, -0.970787], [-0.573378, -1.712555, -1.821260], [0.733444, -1.059345, -2.634268]], "atomic_forces_ev_per_a": [[1.02, -0.42, -0.57], [-2.05, -0.70, 1.18], [1.60, 0.68, -0.16], [-0.39, 0.09, 0.22], [0.02, 0.27, -0.03], [-0.06, -0.02, -0.08], [-0.31, -0.52, 0.09], [-0.17, 0.42, -0.14], [0.52, 0.26, -0.14], [0.88, 0.61, 1.46], [-0.10, -0.28, -0.23], [-0.34, 0.18, -0.78], [-0.70, -0.51, -0.47], [0.08, -0.04, -0.35]], "total_charge": 1, "homo_lumo_gap_ev": 10.40, "e_lumo_ev": -3.87}



{"formula": "C3H10N2", "method": "the ωB97M-V functional and the def2-TZVPD basis", "species": ["C", "C", "N", "H", "H", "H", "H", "H", "C", "N", "H", "H", "H", "H", "H"], "coordinates": [[1.523267, -1.359078, -0.604098], [1.643540, -1.517374, 0.710550], [1.285736, -0.561926, 1.705637], [0.830642, -0.673326, -1.083191], [2.016525, -2.035748, -1.292979], [1.917726, -2.495115, 1.093897], [2.000657, 0.137533, 1.840067], [0.422942, -0.069060, 1.496249], [-2.105758, 0.859342, -0.461258], [-1.039718, 1.928732, -0.279249], [-1.648583, 0.034382, -1.014256], [-2.311574, 0.398570, 0.501528], [-2.964172, 1.231554, -1.005031], [-0.249770, 1.466337, -0.696066], [-1.321459, 2.655176, -0.911802]], "atomic_forces_ev_per_a": [[-0.31, -0.50, -0.29], [-0.25, 0.27, -0.26], [-0.87, -0.17, 0.25], [0.60, 0.73, 0.21], [-0.42, -0.44, 0.15], [0.93, 0.23, 0.06], [0.17, -0.08, -0.03], [0.11, 0.02, -0.11], [1.57, -0.12, 0.40], [-1.29, -1.31, -0.13], [-0.34, 0.01, -0.38], [-0.66, 0.35, 0.13], [-0.28, -0.07, 0.26], [0.71, 0.55, -0.06], [0.32, 0.56, -0.19]], "smiles": "C=CN.CN", "homo_lumo_gap_ev": 10.20, "e_lumo_ev": 1.00}



{"formula": "C3H10N2", "method": "the ωB97M-V functional and the def2-TZVPD basis", "species": ["C", "C", "N", "C", "N", "H", "H", "H", "H", "H", "H", "H", "H", "H", "H"], "coordinates": [[-1.055383, -1.504662, -0.412236], [-0.557077, -0.156408, 0.091409], [-0.932474, 0.885149, -0.862893], [0.940921, -0.241140, 0.418218], [1.564210, 1.032246, 0.799255], [-0.986617, -2.234148, 0.394206], [-2.084643, -1.408571, -0.744979], [-0.423051, -1.873741, -1.219405], [-1.063354, 0.064353, 1.033879], [-0.878843, 0.543689, -1.810816], [-0.417764, 1.744898, -0.744418], [1.477851, -0.671420, -0.421060], [1.011470, -0.970517, 1.230778], [0.885001, 1.783622, 0.761352], [1.880030, 1.006372, 1.759623]], "atomic_forces_ev_per_a": [[0.26, 0.19, 0.38], [0.25, 0.13, -0.10], [-0.28, -0.30, 0.25], [-0.30, -0.12, 0.24], [-0.22, 0.01, 0.15], [-0.17, -0.09, -0.02], [-0.10, -0.16, -0.05], [-0.07, 0.06, -0.21], [-0.12, 0.09, 0.10], [0.26, 0.21, -0.12], [0.07, -0.02, -0.26], [0.10, -0.03, -0.36], [0.20, 0.04, 0.05], [0.08, 0.02, -0.01], [0.05, -0.03, -0.03]], "smiles": "C[C@H](N)CN", "homo_lumo_gap_ev": 10.21, "e_lumo_ev": 1.17}